1.
{
  "formula": "C5H15NO2",
  "method": "ωB97M-V/def2-TZVPD",
  "species": ["C", "C", "N", "C", "C", "C", "H", "H", "H", "H", "H", "H", "H", "H", "H", "H", "H", "H", "H", "O", "H", "H", "O"],
  "positions_angstrom": [[0.302316, -2.789453, -1.344974], [0.237359, -1.590078, -0.335693], [0.078615, 1.007788, 1.101935], [-0.177094, 0.879616, -0.278296], [0.040601, -0.257024, -1.063249], [-0.836119, 2.109517, -1.002263], [-0.579593, -3.005374, -1.892918], [0.446341, -3.731297, -0.789629], [1.266222, -2.692068, -2.048606], [-0.790987, -1.738269, 0.141576], [1.027466, -1.482112, 0.454588], [0.823918, 1.657877, 1.306557], [0.385483, 0.095028, 1.567832], [-0.170904, -0.241694, -2.096335], [-0.787736, 3.061551, -0.452518], [-2.009197, 1.824657, -1.107583], [-0.428581, 2.347174, -2.048194], [3.606896, 0.566074, 1.449182], [2.503708, 0.387299, 2.495454], [2.774317, 0.743903, 1.691140], [-2.890621, 0.618800, 1.968748], [-1.963814, 1.232946, 1.199574], [-2.858607, 0.995134, 1.083683]],
  "forces_ev_per_a": [[3.9693, 0.0021, 0.6689], [-1.9441, -0.0189, -0.9614], [-0.2263, -1.9705, 1.0522], [0.6402, -0.7274, -3.7779], [-0.1877, 1.7474, 4.1838], [-1.5866, -0.7255, -0.6304], [-0.8695, 0.6375, -0.7434], [0.2398, 0.2963, -0.0163], [-2.2828, -0.1968, 1.2739], [1.4264, 0.0487, 0.1446], [-0.5154, -0.7121, -0.9030], [-0.0812, 0.3069, -0.2386], [-0.7326, 1.6974, -1.2829], [-0.3808, 0.0549, -0.9377], [0.0501, -0.4527, 0.1069], [2.7644, 0.8757, 0.1652], [-0.4823, -0.7763, 1.5222], [4.7576, -1.3083, -0.8282], [0.0687, -1.0956, 2.0313], [-4.4283, 2.3644, -1.0289], [-1.1485, -0.4377, 0.1859], [2.3253, 1.0118, -0.7223], [-1.3759, -0.6213, 0.7361]],
  "mulliken_charge": [-1.27, -0.20, -0.61, 0.78, -0.72, -1.26, 0.36, 0.37, 0.27, 0.18, 0.26, 0.25, 0.19, 0.44, 0.34, 0.26, 0.37, 0.25, 0.30, -0.57, 0.29, 0.35, -0.63],
  "relative_energy_ev": 2.6082,
  "orbital_gap_ev": 8.2916,
  "e_lumo_ev": 0.5,
  "smiles": "CC/C=C(/C)N.O.O"
}



2.
{
  "formula": "C5H15NO2",
  "method": "ωB97M-V/def2-TZVPD",
  "species": ["C", "N", "C", "C", "C", "C", "O", "H", "H", "H", "H", "H", "H", "H", "H", "H", "H", "H", "H", "H", "H", "H", "O"],
  "positions_angstrom": [[-0.112073, -2.047028, 0.029174], [-0.702119, -0.756429, -0.071313], [-1.847176, -0.451490, 0.830623], [1.335445, 0.255231, 1.250953], [0.418307, 0.171565, 0.065573], [-0.199441, 1.618888, -0.153200], [0.888960, 2.628676, -0.055756], [0.923323, -2.121355, -0.155098], [-0.458227, -2.670779, -0.963107], [-0.474388, -2.674258, 0.822665], [-2.708953, -0.717881, 0.339543], [-1.542531, -0.858141, 1.892297], [-1.935096, 0.741404, 0.948138], [1.913002, -0.603694, 1.600431], [0.836422, 0.569342, 2.142037], [2.258976, 1.003915, 1.178084], [0.993246, 0.008082, -0.791556], [-0.924898, 1.885723, 0.650458], [-0.630739, 1.806320, -1.180452], [1.042960, 3.090158, 0.817038], [0.808038, -0.739886, -3.396644], [-0.092665, -0.195174, -2.428206], [0.209624, 0.056804, -3.371675]],
  "forces_ev_per_a": [[-2.6237, -3.0418, -4.0614], [2.1996, -0.3359, 4.5109], [2.2720, 3.1713, 1.7921], [2.8183, 0.3429, 1.7891], [-1.4488, 4.3325, -1.4758], [1.8055, 2.4807, 0.6712], [-0.5879, -0.4937, 0.1819], [1.2998, 0.6424, 0.3596], [0.2182, 1.1371, 1.9657], [-0.2678, 0.0111, 0.5157], [-2.2640, -1.4378, -0.3858], [-1.0690, 0.3296, -2.1494], [0.1084, -3.2736, -0.2459], [-0.5238, -0.7021, -0.6351], [-0.7396, 0.3969, 0.5644], [-2.4578, -1.2358, -0.7883], [1.2730, -0.3915, -1.4385], [0.6085, -0.1410, -0.8708], [0.3355, -0.5596, 1.1545], [-0.9045, -1.1809, -1.2446], [-0.3403, 1.1779, -1.1043], [-0.0495, 1.3031, -2.2100], [0.3378, -2.5320, 3.1047]],
  "mulliken_spin": [0.02, 0.72, 0.02, 0.07, -0.01, 0.01, 0.00, 0.01, 0.08, 0.03, 0.01, 0.04, 0.00, 0.00, 0.00, 0.00, 0.02, 0.00, 0.00, 0.00, 0.00, 0.00, 0.00],
  "relative_energy_ev": 4.2152,
  "orbital_gap_ev": [11.3269, 6.1508],
  "spin_multiplicity": 2,
  "e_lumo_ev": [-3.1, -8.2],
  "charge": 1,
  "s_squared": 0.754
}